Record 1
Density functional theory data (ωB97M-V/def2-TZVPD) for C5H6O2 as an isolated structure.

For the HOMO-LUMO gap, the calculation gives 0.3709 hartree. As for the spin multiplicity: 1. Its total energy is -9371.61177 eV. Its charge is 0. The energy above the lowest of the compared OMol25 structures with the same formula, charge and spin is 126.5 kcal per mole. Its LUMO energy is -0.5 eV.

Each line ends with the Löwdin charge.
Positions of all 13 atoms, in Å:
C  -1.933  -0.409  -0.234  -0.04
C  -0.733  -0.089  0.623  -0.33
O  0.233  -1.244  0.453  0.05
C  1.402  -0.719  0.030  -0.51
O  2.418  -1.290  -0.226  0.13
C  0.961  0.677  0.012  0.00
C  -0.103  1.291  0.268  0.08
H  -2.320  -1.396  0.033  0.09
H  -2.708  0.346  -0.080  0.09
H  -1.647  -0.415  -1.290  0.10
H  -0.956  -0.083  1.691  0.15
H  2.790  1.731  -0.285  0.11
H  2.595  1.598  -0.995  0.10

=====

Record 2
Density functional theory data (ωB97M-V/def2-TZVPD) for one molecule with the formula C5H6O2 at a distorted geometry.

For the HOMO-LUMO gap, the calculation gives 0.3455 hartree. As for the spin multiplicity: 1. The SMILES is O[C@@H]1[C@@H]2C=CO[C@H]12. Its total energy is -9373.88820 eV. Its charge is 0. The energy above the lowest of the compared OMol25 structures with the same formula, charge and spin is 74.0 kcal per mole. Its LUMO energy is 1.0 eV.

Each line ends with the Löwdin charge.
Positions of all 13 atoms, in Å:
O  -1.624  -0.959  -0.819  -0.05
C  -1.359  0.088  0.076  -0.25
C  -0.168  0.978  0.095  -0.20
C  0.988  0.580  -0.773  -0.01
C  1.442  -0.688  -0.416  -0.10
O  0.777  -1.059  0.733  -0.06
C  -0.180  -0.103  1.092  -0.20
H  -0.785  -1.655  -0.718  0.18
H  -2.323  0.500  0.535  0.17
H  -0.265  1.985  0.265  0.11
H  1.325  1.379  -1.458  0.11
H  2.430  -1.130  -0.771  0.14
H  -0.258  0.083  2.160  0.15

=====

Record 3
Density functional theory data (ωB97M-V/def2-TZVPD) for one molecule with the formula C5H6O2 at a distorted geometry.

For the HOMO-LUMO gap, the calculation gives 0.3793 hartree. As for the spin multiplicity: 1. The SMILES is O=CCC#CCO. Its total energy is -9373.40605 eV. Its charge is 0. The energy above the lowest of the compared OMol25 structures with the same formula, charge and spin is 85.1 kcal per mole. Its LUMO energy is 0.6 eV.

Each line ends with the Löwdin charge.
Positions of all 13 atoms, in Å:
O  1.672  2.319  -1.037  0.07
C  0.641  1.700  -1.066  -0.24
C  -0.227  1.494  0.170  -0.14
C  -0.857  0.202  0.237  -0.06
C  -1.342  -0.916  0.229  0.01
C  -0.402  -2.060  0.298  -0.26
O  0.927  -1.502  0.270  -0.09
H  0.230  1.280  -2.005  0.13
H  0.356  1.746  1.063  0.13
H  -1.076  2.178  0.094  0.13
H  -0.562  -2.655  1.203  0.11
H  -0.462  -2.707  -0.578  0.11
H  1.102  -1.078  1.123  0.09

=====

Record 4
Density functional theory data (ωB97M-V/def2-TZVPD) for C5H6O2 as an isolated structure at a distorted geometry.

For the HOMO-LUMO gap (alpha / beta), the calculation gives 0.3040 / 0.3040 hartree. As for the spin multiplicity: 1. Its total energy is -9372.95199 eV. Its charge is 0. The energy above the lowest of the compared OMol25 structures with the same formula, charge and spin is 95.6 kcal per mole. Its LUMO energy (alpha / beta) is 0.2 / 0.2 eV.

Each line ends with the Löwdin charge.
Positions of all 13 atoms, in Å:
C  -0.178  1.404  -0.011  -0.20
C  0.315  0.854  1.155  -0.02
C  1.343  -0.525  0.211  -0.37
C  0.420  -1.111  -0.574  -0.09
C  -0.566  -1.963  -0.710  -0.02
O  -1.461  1.241  -0.358  0.06
O  2.526  -0.398  0.352  0.06
H  -1.598  1.470  -1.286  0.13
H  0.452  1.995  -0.667  0.14
H  -0.397  0.364  1.806  0.11
H  1.143  1.348  1.642  0.10
H  -0.881  -2.639  0.083  0.06
H  -1.117  -2.040  -1.643  0.05

=====

Record 5
Density functional theory data (ωB97M-V/def2-TZVPD) for one molecule with the formula C5H6O2.

For the HOMO-LUMO gap, the calculation gives 0.3801 hartree. As for the spin multiplicity: 1. The SMILES is CC=C=COC=O. Its total energy is -9375.11548 eV. Its charge is 0. The energy above the lowest of the compared OMol25 structures with the same formula, charge and spin is 45.7 kcal per mole. Its LUMO energy is 1.0 eV.

Each line ends with the Löwdin charge.
Positions of all 13 atoms, in Å:
C  -1.594  -1.305  0.098  -0.09
C  -0.853  -0.363  1.002  -0.15
C  -0.321  0.754  0.590  -0.02
C  0.358  1.736  0.063  -0.10
O  1.625  1.586  -0.513  0.00
C  2.082  0.367  -0.862  -0.32
O  1.525  -0.689  -0.752  0.09
H  -1.681  -0.894  -0.910  0.08
H  -2.592  -1.530  0.485  0.07
H  -1.035  -2.247  0.032  0.08
H  -0.659  -0.682  2.025  0.11
H  0.058  2.777  0.029  0.12
H  3.086  0.491  -1.288  0.14

=====

Record 6
Density functional theory data (ωB97M-V/def2-TZVPD) for one molecule with the formula C5H6O2S at a distorted geometry.

For the HOMO-LUMO gap, the calculation gives 0.3068 hartree. As for the spin multiplicity: 1. The SMILES is C=CC(=O)[C@H](O)C=S. Its total energy is -20207.24775 eV. Its charge is 0. The energy above the lowest of the compared OMol25 structures with the same formula, charge and spin is 114.3 kcal per mole. Its LUMO energy is -1.0 eV.

Each line ends with the Löwdin charge.
Positions of all 14 atoms, in Å:
C  3.036  -0.989  -0.137  -0.01
C  1.705  -0.905  0.140  -0.12
C  1.094  0.507  -0.064  -0.31
O  1.381  1.287  -1.004  0.05
C  -0.256  0.903  0.514  -0.44
O  -0.446  0.418  1.796  -0.08
C  -1.148  0.296  -0.462  -0.58
S  -2.489  -0.646  -0.452  0.76
H  3.402  -2.201  0.202  0.13
H  3.967  -0.192  -0.613  0.17
H  1.074  -1.640  0.711  0.12
H  -0.595  1.928  0.481  0.17
H  -1.038  -0.555  1.608  0.17
H  -1.062  0.488  -1.441  0.00

=====

Record 7
Density functional theory data (ωB97M-V/def2-TZVPD) for C5H6O2S as an isolated structure at a distorted geometry.

For the HOMO-LUMO gap, the calculation gives 0.3505 hartree. As for the spin multiplicity: 1. Its total energy is -20207.06749 eV. Its charge is 0. The energy above the lowest of the compared OMol25 structures with the same formula, charge and spin is 118.5 kcal per mole. Its LUMO energy is 0.4 eV.

Each line ends with the Löwdin charge.
Positions of all 14 atoms, in Å:
C  1.152  1.046  0.747  -0.25
C  0.207  -0.084  0.673  -0.60
C  1.128  -1.423  0.632  0.06
C  0.145  -1.050  -0.506  -0.30
C  -1.468  0.053  -1.263  -0.49
H  0.853  2.067  0.970  0.12
H  1.092  -2.304  1.264  0.10
H  2.164  -0.916  0.653  0.11
H  -0.801  -1.691  -0.210  0.14
H  -1.647  0.999  -1.828  0.09
H  -2.345  -0.638  -1.708  0.14
O  2.365  0.948  0.563  0.01
O  -0.226  -0.387  -1.750  -0.10
S  -1.464  0.421  0.541  0.96

=====

Record 8
Density functional theory data (ωB97M-V/def2-TZVPD) for C5H6O3 as an isolated structure at a distorted geometry.

For the HOMO-LUMO gap, the calculation gives 0.2267 hartree. As for the spin multiplicity: 1. Its total energy is -11415.19259 eV. Its charge is 0. The energy above the lowest of the compared OMol25 structures with the same formula, charge and spin is 212.6 kcal per mole. Its LUMO energy is -2.2 eV.

Each line ends with the Löwdin charge.
Positions of all 14 atoms, in Å:
C  -1.405  -1.223  -0.208  -0.14
C  0.055  -0.686  -0.245  -0.20
C  2.306  -0.302  0.156  -0.03
C  1.648  0.947  -0.123  -0.03
C  0.304  0.669  -0.152  -0.39
H  -2.270  0.638  -0.728  0.25
H  -1.570  -2.174  0.577  0.18
H  -1.547  -1.469  -1.282  0.11
H  3.302  -0.816  0.370  0.14
H  1.894  2.072  0.143  0.16
H  -1.255  1.763  1.530  0.36
O  -2.225  -0.046  0.307  -0.23
O  1.280  -1.245  -0.057  -0.02
O  -0.517  1.871  -0.287  -0.14

=====

Record 9
Density functional theory data (ωB97M-V/def2-TZVPD) for one molecule with the formula C5H6O3 at a distorted geometry.

For the HOMO-LUMO gap, the calculation gives 0.3286 hartree. As for the spin multiplicity: 1. The SMILES is OCc1occc1O. Its total energy is -11420.20361 eV. Its charge is 0. The energy above the lowest of the compared OMol25 structures with the same formula, charge and spin is 97.0 kcal per mole. Its LUMO energy is 0.5 eV.

Each line ends with the Löwdin charge.
Positions of all 14 atoms, in Å:
O  0.429  0.250  -2.460  -0.06
C  -0.351  -0.576  -1.712  -0.29
C  -0.497  -0.129  -0.325  -0.17
O  -1.172  1.055  0.102  -0.01
C  -0.706  1.447  1.338  -0.11
C  0.166  0.441  1.752  -0.03
C  0.295  -0.480  0.719  -0.40
O  0.891  -1.641  0.587  0.04
H  0.065  1.122  -1.942  0.18
H  -1.410  -0.977  -2.196  0.17
H  0.344  -1.495  -1.718  0.15
H  -0.502  2.553  1.712  0.16
H  1.117  0.411  2.635  0.19
H  1.332  -1.980  1.508  0.21

=====

Record 10
Density functional theory data (ωB97M-V/def2-TZVPD) for C5H6O3 as an isolated structure at a distorted geometry.

For the HOMO-LUMO gap, the calculation gives 0.2876 hartree. As for the spin multiplicity: 1. Its total energy is -11420.77508 eV. Its charge is 0. The energy above the lowest of the compared OMol25 structures with the same formula, charge and spin is 83.9 kcal per mole. Its LUMO energy is -1.1 eV.

Each line ends with the Löwdin charge.
Positions of all 14 atoms, in Å:
C  -1.344  0.839  -0.556  -0.03
C  1.818  0.437  -0.150  -0.47
C  -0.295  -0.197  -0.349  -0.30
C  0.816  0.191  1.286  -0.22
C  -0.490  -1.533  -0.323  0.12
O  1.059  0.302  -1.179  0.09
O  2.988  0.416  0.065  0.15
O  0.330  1.126  1.893  0.04
H  1.165  -0.740  1.770  0.13
H  -0.931  1.847  -0.583  0.10
H  -1.908  0.648  -1.471  0.10
H  -2.038  0.829  0.289  0.10
H  -1.498  -1.927  -0.358  0.09
H  0.329  -2.240  -0.334  0.09

=====

Question: Which of these has the lowest total energy?
Answer: number 6

=====

Question: What is the formula in the sixth record?
Answer: C5H6O2S

=====

Question: What is the charge in the first record?
Answer: 0

=====

What did the third record say?
Density functional theory data (ωB97M-V/def2-TZVPD) for one molecule with the formula C5H6O2 at a distorted geometry.

For the HOMO-LUMO gap, the calculation gives 0.3793 hartree. As for the spin multiplicity: 1. The SMILES is O=CCC#CCO. Its total energy is -9373.40605 eV. Its charge is 0. The energy above the lowest of the compared OMol25 structures with the same formula, charge and spin is 85.1 kcal per mole. Its LUMO energy is 0.6 eV.

Each line ends with the Löwdin charge.
Positions of all 13 atoms, in Å:
O  1.672  2.319  -1.037  0.07
C  0.641  1.700  -1.066  -0.24
C  -0.227  1.494  0.170  -0.14
C  -0.857  0.202  0.237  -0.06
C  -1.342  -0.916  0.229  0.01
C  -0.402  -2.060  0.298  -0.26
O  0.927  -1.502  0.270  -0.09
H  0.230  1.280  -2.005  0.13
H  0.356  1.746  1.063  0.13
H  -1.076  2.178  0.094  0.13
H  -0.562  -2.655  1.203  0.11
H  -0.462  -2.707  -0.578  0.11
H  1.102  -1.078  1.123  0.09